No. 1
{
  "formula": "C15H30NO8PPrTe",
  "method": "wB97M-V/def2-TZVPD",
  "multiplicity": 3,
  "de_lowest_ev": 0.9855,
  "homo_ha": [-0.3437, -0.3438],
  "charge": 1,
  "molar_mass_g_mol": 651.89,
  "s2": 2.00,
  "total_energy_ha": -2372.4310,
  "gap_ev": [6.67, 6.91],
  "elements": ["Pr", "C", "C", "O", "C", "C", "O", "C", "C", "O", "C", "C", "O", "C", "C", "O", "H", "H", "H", "H", "H", "H", "H", "H", "H", "H", "H", "H", "H", "H", "H", "H", "H", "H", "H", "H", "C", "C", "O", "P", "O", "Te", "O", "C", "C", "H", "H", "H", "H", "H", "H", "H", "H", "H", "H", "N", "C"],
  "positions_angstrom": [[-0.38897, -0.58483, 0.28665], [-0.26883, 2.41672, 1.68054], [-1.69728, 2.48562, 1.22743], [-1.86080, 1.42754, 0.26337], [-3.17467, 1.28813, -0.34815], [-3.06841, 0.38815, -1.49480], [-2.35574, -0.92569, -1.10063], [-3.18729, -2.02181, -0.62494], [-2.33253, -3.16562, 0.02603], [-1.60368, -2.60035, 1.12920], [-1.16128, -3.46362, 2.15793], [-1.47478, -2.79202, 3.52507], [-0.79061, -1.61576, 3.82478], [0.67293, -1.77750, 3.89804], [1.17706, 0.62119, 2.97067], [-0.09144, 1.07727, 2.15221], [-0.03888, 3.09977, 2.51019], [0.35584, 2.64347, 0.76760], [-1.88550, 3.43454, 0.68421], [-2.39326, 2.25967, 2.04136], [-3.41597, 2.30035, -0.73529], [-3.98449, 0.95310, 0.37767], [-2.38338, 0.75936, -2.21893], [-3.98264, 0.12306, -1.99605], [-3.76531, -2.45252, -1.45814], [-3.91379, -1.62101, 0.15486], [-1.68246, -3.68354, -0.64675], [-3.06019, -3.86024, 0.47157], [-0.08500, -3.65825, 1.98668], [-1.71998, -4.41881, 2.13519], [-1.28504, -3.59092, 4.31187], [-2.51533, -2.56230, 3.58343], [1.02729, -2.78215, 3.74200], [0.96636, -1.41300, 4.85672], [1.99897, 1.12298, 2.44381], [1.00203, 0.89525, 3.99780], [3.44125, -1.24384, -3.61713], [2.31937, -0.36917, -4.11590], [2.29878, 0.96737, -3.53141], [1.08835, 1.24622, -2.51581], [0.69915, 0.03575, -1.61246], [-1.02728, 2.04995, -3.60126], [1.76404, 2.30861, -1.57681], [2.66534, 3.39964, -1.98415], [3.91537, 3.38308, -1.14617], [3.66561, -1.95544, -4.43836], [3.06017, -1.89313, -2.84402], [4.25911, -0.77379, -3.14991], [1.36001, -0.91200, -3.91113], [2.41305, -0.18181, -5.18018], [2.09765, 4.34922, -1.73537], [2.90306, 3.33684, -3.06718], [4.66810, 4.04958, -1.66090], [4.37715, 2.31596, -1.11896], [3.81373, 3.76433, -0.12382], [1.40981, -1.30987, 1.59389], [1.17517, -0.87372, 2.75383]],
  "forces_ev_per_a": [[1.658, 0.518, 0.182], [0.920, 0.102, -0.234], [-0.664, 0.113, -0.488], [-0.435, -0.913, -0.220], [-0.731, 1.280, 1.389], [0.867, -2.795, 0.201], [-1.301, 0.037, 0.303], [-0.296, 0.122, 0.731], [-1.686, 1.199, 0.845], [-0.301, 0.896, -1.199], [0.201, -0.347, 1.153], [1.015, -2.045, 0.377], [1.178, -0.180, -0.216], [-0.892, 1.406, -0.968], [-1.576, 1.102, -1.480], [1.090, -1.297, 0.462], [-0.199, 0.127, -0.453], [-0.116, -0.268, 0.989], [-0.083, -0.322, 0.657], [0.010, 0.517, 0.013], [-0.267, -0.544, 0.108], [1.186, 0.534, -0.387], [0.412, 0.318, -0.495], [-0.567, -0.005, 0.109], [0.219, 0.199, 0.202], [0.842, -0.554, -0.851], [0.463, -0.254, -0.598], [0.145, -0.048, -0.446], [-0.483, 0.027, 0.318], [0.211, 0.400, -0.115], [-0.079, 0.777, -0.716], [-0.821, 0.199, -0.128], [-0.149, -0.415, -0.062], [0.228, 0.126, 0.825], [-0.008, -0.255, 0.589], [0.027, 0.549, 0.245], [-1.303, -1.557, -0.457], [-0.596, 0.001, -0.400], [-0.633, -1.086, 0.884], [-1.953, 0.317, -0.809], [0.753, 0.518, -0.146], [2.152, 0.163, -0.030], [0.498, 0.568, 0.558], [-0.992, 0.929, 0.286], [1.959, -1.195, -0.547], [0.531, 0.631, 0.428], [-0.273, -0.220, 0.494], [1.252, 0.862, -0.192], [0.599, 0.742, -0.382], [-0.116, -0.081, -0.110], [0.518, -1.065, -0.735], [-0.361, -0.039, 0.756], [-0.692, -0.677, 0.554], [-0.765, 1.823, -0.013], [-0.268, -0.243, -0.230], [-0.825, 0.113, -0.151], [0.500, -0.811, -0.401]]
}


No. 2
{
  "formula": "C22H36N3O6S2",
  "method": "wB97M-V/def2-TZVPD",
  "homo_ha": -0.4265,
  "charge": 1,
  "molar_mass_g_mol": 502.68,
  "total_energy_ha": -2271.7335,
  "gap_ev": 8.53,
  "elements": ["C", "C", "O", "O", "C", "C", "N", "C", "C", "C", "N", "C", "C", "C", "C", "C", "C", "C", "N", "H", "H", "H", "H", "H", "H", "H", "H", "H", "H", "H", "H", "H", "H", "H", "H", "H", "H", "H", "H", "C", "C", "C", "S", "O", "O", "C", "H", "H", "H", "H", "H", "H", "H", "H", "C", "C", "C", "S", "O", "O", "C", "H", "H", "H", "H", "H", "H", "H", "H"],
  "positions_angstrom": [[1.48232, 0.61887, -1.05724], [1.06562, 0.87389, -2.48545], [0.61656, 0.03474, -3.20257], [1.16072, 2.18553, -2.93080], [2.47146, 2.73684, -2.93310], [2.44519, 4.21995, -2.48517], [1.08430, 4.77671, -2.40647], [1.01351, 6.16581, -2.97427], [-0.41789, 6.65562, -2.98347], [-0.91268, 6.55022, -1.54564], [-0.87909, 5.14875, -1.08442], [-1.84531, 4.25655, -1.70728], [-1.67946, 2.87971, -1.60110], [-2.58856, 2.01094, -2.18726], [-3.68533, 2.51068, -2.87820], [-3.86741, 3.88265, -2.96244], [-2.95314, 4.75406, -2.38554], [0.43422, 4.64599, -1.24135], [0.92977, 4.08071, -0.16503], [0.57195, 0.48103, -0.47445], [2.12044, -0.25135, -0.97889], [1.98127, 1.49700, -0.65200], [3.15749, 2.14851, -2.32206], [2.84612, 2.69017, -3.95589], [2.94878, 4.78802, -3.26345], [3.02060, 4.38946, -1.57170], [1.40251, 6.10524, -3.98826], [1.66356, 6.82295, -2.39200], [-1.00683, 6.04282, -3.66382], [-0.45101, 7.69036, -3.32295], [-0.20876, 7.10538, -0.91789], [-1.88183, 7.00187, -1.36096], [-0.83781, 2.45028, -1.07581], [-2.41965, 0.94540, -2.10549], [-4.38356, 1.82188, -3.33280], [-4.72691, 4.26425, -3.49545], [-3.12765, 5.81643, -2.46830], [1.73755, 3.47953, -0.14503], [0.41358, 4.21467, 0.69198], [2.34147, -4.90487, 0.30952], [1.76799, -4.77590, 1.72863], [2.50789, -3.62703, 2.42272], [3.01257, -2.50576, 1.11697], [4.45142, -2.46986, 1.04198], [2.27047, -1.26520, 1.20680], [2.38794, -3.48541, -0.24652], [1.73242, -5.55449, -0.31698], [3.35050, -5.32140, 0.34432], [0.70886, -4.54496, 1.67425], [1.87976, -5.69961, 2.29515], [1.87562, -3.08900, 3.12466], [3.41308, -3.96245, 2.92504], [3.04861, -3.36505, -1.10250], [1.38981, -3.11747, -0.48532], [-3.47407, -6.07845, 4.60059], [-2.53713, -7.29364, 4.63300], [-1.27479, -6.91845, 3.84636], [-1.10473, -5.13370, 3.99985], [-1.29379, -4.53620, 2.69864], [0.05371, -4.81862, 4.79717], [-2.60498, -4.87171, 4.93901], [-4.29737, -6.18251, 5.30482], [-3.89870, -5.96216, 3.60139], [-2.27299, -7.52418, 5.66636], [-3.00888, -8.17886, 4.21062], [-0.37661, -7.38415, 4.24387], [-1.37309, -7.14519, 2.78642], [-3.03891, -3.91729, 4.65146], [-2.33073, -4.85851, 5.99367]],
  "forces_ev_per_a": [[-0.165, 0.761, -0.380], [0.063, -0.513, -0.145], [-0.118, 0.290, 0.106], [0.141, -0.080, 0.202], [-0.125, 0.067, -0.159], [0.000, -0.160, -0.527], [0.926, 0.522, 1.180], [-0.545, -0.355, -0.910], [0.064, 0.086, 0.306], [0.228, 0.293, -0.030], [0.333, 0.387, -0.341], [-0.173, -0.198, 0.108], [-0.054, -0.172, -0.043], [0.009, 0.264, -0.033], [0.150, -0.137, 0.144], [0.043, -0.301, 0.002], [-0.003, 0.099, 0.060], [-0.503, 0.003, -0.311], [0.006, -0.302, 0.029], [0.048, -0.308, 0.045], [-0.073, -0.071, 0.137], [0.231, -0.196, 0.174], [-0.013, 0.066, 0.116], [-0.025, -0.035, -0.010], [0.072, 0.065, 0.101], [-0.167, 0.013, 0.150], [0.040, -0.035, 0.011], [0.039, -0.059, 0.084], [-0.071, 0.044, 0.004], [0.030, 0.006, -0.036], [-0.095, -0.017, 0.125], [-0.116, -0.230, -0.037], [-0.003, 0.094, 0.061], [-0.055, -0.003, -0.024], [-0.055, 0.085, -0.042], [0.016, 0.146, 0.036], [-0.006, -0.004, -0.028], [0.194, 0.227, -0.060], [-0.264, -0.340, -0.080], [0.074, -0.004, 0.130], [0.172, -0.001, -0.173], [-0.141, -0.185, 0.145], [-0.099, -0.148, 0.054], [0.004, 0.117, -0.018], [0.104, 0.072, -0.036], [-0.068, -0.157, -0.104], [-0.007, 0.004, -0.004], [0.005, 0.013, -0.034], [-0.065, 0.018, -0.012], [-0.007, 0.011, 0.017], [0.040, 0.056, -0.001], [0.061, 0.064, -0.055], [0.042, 0.092, 0.045], [-0.003, 0.018, 0.025], [0.063, -0.046, -0.065], [-0.010, 0.055, 0.013], [-0.080, -0.231, 0.060], [-0.348, -0.172, 0.215], [0.114, 0.091, -0.037], [0.096, 0.156, -0.198], [-0.158, -0.068, 0.140], [-0.005, 0.001, 0.003], [-0.010, 0.026, 0.006], [0.009, 0.018, 0.005], [0.007, -0.010, 0.000], [0.058, 0.064, -0.043], [0.012, 0.090, -0.024], [0.104, 0.039, -0.036], [0.031, 0.012, -0.002]]
}